This record from OMol25 describes a cluster of 2 separate species, CH5S3 in total at a distorted geometry. The level of theory is ωB97M-V with the def2-TZVPD basis set.

```
9
Properties=species:S:1:pos:R:3:forces:R:3:lowdin_charge:R:1
S -2.795619 -0.290795 -1.071137 -0.7 0.0 -0.4 0.3289
H -2.758756 0.878011 -0.408151 0.4 -0.3 0.2 -0.2615
C 1.470147 0.598990 0.699214 -1.0 -0.8 -1.1 -0.4950
S 1.069099 -0.330257 -0.873429 0.4 -0.3 -0.1 0.0738
S 0.170034 -2.204579 -0.540612 0.3 0.8 0.4 -0.2744
H 1.848453 -0.045486 1.488789 0.0 0.0 0.0 0.0107
H 0.515884 1.063537 0.927784 0.2 0.2 0.7 -0.0093
H 2.194772 1.338119 0.372330 0.1 0.1 0.2 -0.0053
H -1.714016 -1.007536 -0.594785 0.2 0.3 0.2 -0.3679
```
Positions in Å, forces in eV/Å.

Its gap between HOMO and LUMO is 6.2 eV. Its charge is -1. As for the relative energy (zero: lowest compared OMol25 entry of this formula, charge and spin): 7.55 kcal per mole. As for the HOMO energy: -0.0956 Eh. Its largest force on an atom is 1.68 eV/A.

***

This record from OMol25 describes a cluster of 2 separate species, CH5S3 in total. The level of theory is ωB97M-V with the def2-TZVPD basis set.

```
9
Properties=species:S:1:pos:R:3:forces:R:3:lowdin_charge:R:1
S 0.566320 -1.844550 1.460668 0.0 -0.5 0.2 0.3423
H 1.449346 -2.223263 0.520192 -0.1 0.1 0.1 -0.2302
C -1.058815 0.614339 -0.650022 0.3 -0.4 -0.7 -0.5843
S 0.109201 1.978576 -0.399168 0.0 0.2 -0.1 0.0891
S 1.915871 1.050730 0.025842 -0.1 0.1 0.0 -0.2725
H -1.601152 0.363140 0.252626 0.0 -0.2 0.2 -0.0041
H -0.495708 -0.254378 -1.021516 -0.1 0.2 0.4 -0.0030
H -1.772176 0.845984 -1.448412 0.0 0.3 0.2 0.0037
H 0.887117 -0.530576 1.259794 0.2 0.1 -0.2 -0.3410
```
Positions in Å, forces in eV/Å.

Its gap between HOMO and LUMO is 5.9 eV. Its charge is -1. As for the relative energy (zero: lowest compared OMol25 entry of this formula, charge and spin): 3.45 kcal per mole. As for the HOMO energy: -0.0888 Eh. Its largest force on an atom is 0.85 eV/A.

***

This record from OMol25 describes a cluster of 2 separate species, CH5S3 in total at a distorted geometry. The level of theory is ωB97M-V with the def2-TZVPD basis set.

```
9
Properties=species:S:1:pos:R:3:forces:R:3:lowdin_charge:R:1
S -1.081434 -0.708714 3.402731 0.3 0.6 -0.5 0.3199
H -1.689282 0.418389 3.798516 0.0 -0.1 0.1 -0.2556
C 0.520745 -0.230901 -2.166354 1.1 0.4 1.4 -0.5481
S 0.734173 1.326977 -1.214301 -0.8 -0.1 -0.1 0.0945
S 0.320973 0.771017 0.732207 0.6 0.3 -0.4 -0.1897
H 0.976488 0.064502 -3.110342 -0.4 -0.6 -0.4 -0.0054
H -0.445735 -0.732016 -2.149808 -0.3 0.6 -0.4 0.0155
H 1.176731 -0.883910 -1.584843 0.2 -0.3 -0.5 -0.0110
H -0.512660 -0.025343 2.292194 -0.7 -0.8 0.8 -0.4201
```
Positions in Å, forces in eV/Å.

Its gap between HOMO and LUMO is 5.8 eV. Its charge is -1. As for the relative energy (zero: lowest compared OMol25 entry of this formula, charge and spin): 12.16 kcal per mole. As for the HOMO energy: -0.0921 Eh. Its largest force on an atom is 1.87 eV/A.

***

This record from OMol25 describes a cluster of 2 separate species, CH6IN3O in total at a distorted geometry. The level of theory is ωB97M-V with the def2-TZVPD basis set.

```
12
Properties=species:S:1:pos:R:3:forces:R:3:lowdin_charge:R:1
C -1.136630 -0.522389 -0.858515 -1.9 -1.3 -0.9 -0.1661
N -1.699667 1.716699 0.379129 -2.4 1.1 -1.0 0.0507
N 2.439040 -0.718614 1.111821 0.8 2.9 -0.3 -0.4712
N -0.222415 0.052125 0.012786 0.7 1.6 1.8 -0.0843
O -0.566862 1.206342 0.554276 1.6 -1.0 0.4 -0.1598
I 3.377977 -0.918984 -0.732120 0.0 0.4 0.1 0.5864
H -2.277662 -0.327383 -0.596777 2.2 -1.0 0.0 0.1077
H -1.067034 0.059407 -1.797792 0.0 -0.4 -0.2 0.0876
H -0.724740 -1.639444 -0.995539 -1.5 2.6 0.1 0.1311
H 1.973026 -1.557058 1.040261 -1.7 -2.4 0.5 -0.1288
H -1.773647 2.644056 0.885575 1.0 -1.4 -0.3 0.0929
H 1.678612 0.005245 0.996890 1.2 -1.1 -0.2 -0.0461
```
Positions in Å, forces in eV/Å.

Its gap between HOMO and LUMO is 8.3 eV. As for the relative energy (zero: lowest compared OMol25 entry of this formula, charge and spin): 51.79 kcal per mole. As for the HOMO energy: -0.3258 Eh. Its largest force on an atom is 3.02 eV/A.

***

- Among the records above, which one has the lowest relative energy (zero: lowest compared OMol25 entry of this formula, charge and spin)?
  number 2